80
Properties=species:S:1:pos:R:3:forces:R:3 method="wB97M-V/def2-TZVPD" total_charge=+2 e_homo_ha=-0.497 e_above_lowest_kj_mol=0.0 gap_ev=8.12
Cl 3.5556 4.7548 15.9640 0.1311 -1.1086 -0.1686
C 3.6782 3.0064 15.4696 0.2098 1.9387 1.4022
N 3.0892 2.7866 14.1927 -1.0017 0.6685 -2.9696
C 1.5953 3.1103 14.1360 -0.4476 0.2980 0.3670
C 1.0554 2.7321 12.7196 -1.0621 0.1855 0.2184
N 2.1042 2.2054 11.8903 0.8034 2.4224 1.9116
F 1.3486 1.5823 10.0631 -2.3016 -0.4720 -2.0300
C 2.6740 1.0443 12.4558 0.3966 -1.0322 0.0564
C 3.2465 1.3407 13.8726 0.3071 -1.2194 -0.1430
C 3.1105 3.2595 11.7200 -0.6953 -0.5063 -0.5917
C 3.7830 3.5954 13.0428 0.2426 0.0632 0.9389
H 4.7187 2.7442 15.4215 0.4185 -0.0861 0.1518
H 3.1307 2.4145 16.1786 -0.0339 -0.1740 0.5241
H 1.1006 2.5234 14.9270 0.3570 0.1508 -0.2055
H 1.4324 4.1801 14.3712 0.4274 -0.6261 -0.1187
H 0.2347 1.9774 12.8289 0.6726 0.5663 -0.1239
H 0.6172 3.6387 12.2252 0.3564 -0.7997 0.4638
H 1.8967 0.2632 12.4858 0.4230 0.2156 0.1941
H 3.4737 0.6735 11.7878 -0.2968 0.1552 0.3603
H 4.3196 1.0910 13.9191 -0.3968 0.2022 0.1176
H 2.7202 0.7622 14.6450 0.1646 0.2540 -0.1169
H 3.8326 2.8903 10.9915 0.1624 0.1619 0.0516
H 2.6065 4.1327 11.2833 0.2348 -0.1674 0.1775
H 3.7368 4.6569 13.3003 -0.1611 -0.2858 0.1108
H 4.8344 3.3070 13.0443 -0.0381 -0.1291 0.2216
C 3.7273 0.2698 9.0268 0.1002 0.4001 -0.6604
O 2.3359 -0.0745 9.1555 0.2152 -0.6172 -0.8925
C 1.3648 0.8915 8.8786 2.0829 0.4596 -1.0457
C 1.7554 1.8964 7.7458 0.3226 -1.6666 -0.4005
C 2.1935 1.5534 6.4376 -0.3162 -0.2384 -0.0370
C 2.4022 2.5543 5.4797 0.1502 -0.3096 0.3814
C 2.2698 3.8933 5.8555 -0.1379 0.0598 -0.2149
C 1.9226 4.2023 7.1564 0.1632 0.4649 0.3878
C 1.6830 3.2044 8.0951 -0.1658 0.8436 -0.3172
C 0.1122 0.0750 8.5805 0.6565 -0.9060 -1.1092
N -0.5219 -0.0039 7.3920 -0.3644 -0.5262 1.4165
C -0.8913 0.9687 6.4234 -0.1083 0.3601 -1.6042
C -1.0975 0.4214 5.1476 0.3962 0.0211 0.4980
C -1.3617 1.2560 4.0812 -0.3265 0.2240 -0.2232
C -1.4914 2.6381 4.3021 0.2905 -0.1592 0.2526
C -1.3323 3.1773 5.5897 -0.2845 -0.0623 -0.5473
C -1.0603 2.3320 6.6590 0.2438 -0.3209 0.8145
N -1.1105 -1.2342 7.2171 -0.1468 0.5467 1.8766
C -0.9044 -1.8710 8.3589 0.6286 0.1443 -0.5535
C -1.4319 -3.1938 8.6611 -0.4448 -1.1431 -0.5396
C -1.7889 -3.6527 9.9495 0.4222 0.0402 -0.7121
C -2.2326 -4.9654 10.0946 -0.1091 -0.0697 0.1811
C -2.3517 -5.8104 8.9822 0.0059 0.4725 0.1261
C -2.0538 -5.3416 7.7035 0.1322 0.5594 0.0090
C -1.6057 -4.0347 7.5286 0.2497 0.3539 0.8532
N -0.0495 -1.1449 9.1605 -1.0673 0.7345 -0.1229
C 0.4193 -1.5788 10.4404 0.3954 0.0155 1.0359
C -0.1139 -1.0231 11.6013 -0.4228 0.2787 -0.6089
C 0.1711 -1.6282 12.8256 0.2232 0.1221 0.4440
C 1.0700 -2.6928 12.8943 -0.3732 0.2501 -1.3513
C 1.6843 -3.1573 11.7088 0.6391 -0.6337 1.5008
C 1.3691 -2.5997 10.5044 -0.0557 0.2153 -1.9363
H 4.2778 -0.3006 9.7750 -0.1724 -0.1952 -0.1637
H 4.0900 0.0364 8.0030 -0.1851 0.0435 0.7087
H 3.9261 1.3350 9.2110 -0.2775 -0.1906 -0.0394
H 2.3515 0.5119 6.1210 -0.2537 0.4019 0.3309
H 2.6948 2.3057 4.4491 -0.1491 -0.0057 0.6431
H 2.4242 4.6930 5.1270 -0.0044 -0.3034 0.2457
H 1.8516 5.2340 7.4849 -0.0220 -0.0248 -0.1970
H 1.3769 3.3973 9.1010 -0.0812 0.6647 0.2529
H -1.0258 -0.6647 5.0730 0.0156 0.4920 -0.4154
H -1.4910 0.8042 3.0862 0.0196 0.4654 0.5147
H -1.7087 3.3015 3.4698 0.0239 -0.1167 0.1259
H -1.4527 4.2613 5.7416 0.0624 -0.6999 0.0055
H -0.9753 2.7097 7.6860 -0.0462 -0.0468 -0.5364
H -1.6779 -2.9944 10.8084 -0.1533 -0.2743 -0.1321
H -2.4913 -5.3328 11.1000 0.1214 0.1794 -0.6328
H -2.7018 -6.8263 9.1106 0.0403 0.0222 0.0381
H -2.1583 -5.9654 6.8275 -0.0559 -0.1611 0.0902
H -1.3317 -3.6201 6.5536 -0.2130 -0.4094 0.2871
H -0.7604 -0.1274 11.5053 0.2296 -0.8161 0.2169
H -0.2975 -1.2612 13.7485 0.1835 -0.1147 -0.4775
H 1.2498 -3.1773 13.8277 0.2099 -0.2122 0.4460
H 2.4351 -3.9703 11.7757 -0.6348 0.6149 -0.1229
H 1.8481 -2.9141 9.5411 -0.5242 0.0975 1.1109

85
Properties=species:S:1:pos:R:3:forces:R:3 method="wB97M-V/def2-TZVPD" multiplicity=2 s2=0.7557 total_charge=0 e_homo_ha="-0.239 / -0.237" e_above_lowest_kj_mol=0.0 gap_ev="6.44 / 4.75"
Yb -1.2178 0.4877 -0.3204 1.6571 0.7955 -0.6165
C -1.5254 2.0071 -6.4093 -0.5770 -0.0643 0.0604
O -1.4090 1.2961 -5.1834 0.3846 1.2270 0.2207
C -2.0331 0.1283 -4.9221 -0.0767 -0.7971 -0.3290
C -2.4664 -0.7232 -5.9510 0.7788 1.0824 1.1795
C -2.9755 -1.9529 -5.5873 -0.3584 -1.4296 1.0551
C -3.0127 -2.3379 -4.2393 0.3712 0.4952 -1.1113
C -2.4715 -1.5335 -3.2100 -0.7414 0.1021 -0.8023
C -2.5500 -2.0703 -1.8934 0.7313 0.3059 1.7371
N -1.9269 -1.5880 -0.8424 -0.9068 -0.3299 -2.5734
N -2.2757 -2.1916 0.3029 -0.5116 -1.8107 0.8581
C -1.5415 -1.9271 1.3523 -1.6476 0.3005 0.1956
O -0.6865 -1.0020 1.4386 1.0055 0.7660 0.2186
C -1.9304 -2.7652 2.5359 0.1691 0.0510 0.1085
C -2.8160 -3.8195 2.3233 0.0699 -1.0335 0.1237
C -2.9574 -4.8523 3.2463 0.0462 0.8879 1.0511
C -2.3513 -4.7482 4.5036 1.1589 1.6111 -0.8761
C -1.4859 -3.6462 4.7329 -1.6392 -0.0675 -1.2939
C -1.3334 -2.6179 3.7895 0.4175 -0.7345 -0.0130
C -2.0355 -0.2293 -3.4981 0.6257 0.9512 -1.2168
O -1.5906 0.6464 -2.6308 -0.2520 -0.6723 0.2823
H -2.5653 2.4502 -6.5148 1.0335 -0.5618 0.0054
H -1.3061 1.3477 -7.2873 -0.0413 0.7296 0.5857
H -0.7920 2.8425 -6.3104 -0.5525 -0.7477 -0.3342
H -2.2953 -0.4664 -6.9969 -0.2545 0.0184 0.3318
H -3.2569 -2.6606 -6.3610 -0.2099 0.0704 0.1547
H -3.4140 -3.2950 -3.9446 -0.0373 -0.2051 -0.1485
H -3.1789 -2.9550 -1.7322 0.1700 0.1912 0.0087
H -3.3599 -3.8868 1.3922 0.2918 0.0502 -0.0792
H -3.5742 -5.7028 3.0437 -0.4075 -0.2372 -0.2172
H -2.5232 -5.4410 5.2971 0.0361 -0.5845 0.1980
H -0.9820 -3.5561 5.6445 0.5815 0.0732 1.3654
H -0.6856 -1.7579 4.0070 -0.2060 -0.4767 -0.2576
C -3.7982 3.1128 -0.7125 -0.8935 -0.0334 -0.5280
C -2.8084 3.3962 -1.8606 -0.6441 0.0229 0.6201
S -1.0611 3.4459 -1.4302 0.3176 -0.2720 0.4557
C -0.9872 4.6526 -0.0557 -0.2084 1.5500 -0.5919
C -0.3217 4.1746 1.2418 0.4879 0.8696 -0.5720
S -0.8170 2.6176 1.9099 -0.5024 -0.7187 -0.0217
C -2.5678 2.8898 2.3883 0.5697 -0.7066 -0.1725
C -3.5088 1.8008 1.8938 -1.2581 0.2617 0.3320
S -3.6739 1.4831 0.1240 -0.3233 0.2453 -0.8175
H -3.7603 3.8545 0.0665 0.2396 0.3976 0.2909
H -4.8258 3.2353 -1.1500 0.8052 -0.4399 0.4192
H -2.9018 2.6035 -2.6190 0.2630 0.3955 0.0974
H -3.0922 4.3826 -2.2552 0.0498 -0.3636 -0.1840
H -0.4544 5.5576 -0.4733 -0.0916 -1.0220 0.6149
H -1.9747 5.0997 0.1388 0.0216 -0.5840 -0.0065
H 0.7358 4.0203 1.0222 0.1306 -0.0285 0.1071
H -0.3563 4.9532 2.0263 -0.1239 -0.2436 -0.4350
H -2.4674 2.8456 3.4599 -0.6633 0.0699 0.4761
H -2.9422 3.8574 2.1039 0.1815 0.5056 -0.1551
H -3.2289 0.8128 2.2900 -0.1817 0.2588 -0.0038
H -4.5675 2.0330 2.1812 1.0379 -0.2153 0.3923
F 1.2239 -0.1981 -3.3842 0.4832 0.8776 1.8833
C 1.9838 0.3671 -2.3917 1.5300 -1.3976 -3.5721
F 2.5823 1.4492 -2.9285 -0.8694 -0.4531 1.1219
F 2.9718 -0.5321 -2.1242 -1.2879 0.9067 0.4834
C 2.4883 0.2358 3.5057 0.4809 -0.3336 0.8038
P 2.5971 0.0199 1.6875 -0.7795 0.2133 -0.2672
C 4.1287 0.8958 1.2838 0.0626 0.1272 -0.5276
C 4.4868 2.0390 1.9911 0.4760 0.3210 0.3110
C 5.6547 2.7462 1.6678 -0.3668 0.4314 0.2386
C 6.3747 2.3922 0.5448 0.3037 -0.7370 -0.3076
C 5.9960 1.2787 -0.2087 -0.7850 -0.2810 0.4294
C 4.8594 0.5280 0.1408 1.0844 0.8528 0.2154
C 3.1225 -1.7116 1.5260 0.1847 -0.2686 0.3024
C 2.4727 -2.5064 0.6002 -0.6365 -0.5026 -0.1006
C 2.7745 -3.8613 0.4670 0.7959 0.5417 0.8199
C 3.7987 -4.3857 1.2399 -0.0861 0.4761 -0.2036
C 4.5509 -3.5658 2.0979 -0.1118 -0.5723 -0.3373
C 4.1705 -2.2531 2.2920 -0.3977 0.1650 -0.8216
H 3.4255 -0.1051 4.0464 -1.1577 0.3479 -0.5196
H 1.5970 -0.3112 3.8562 0.4755 -0.0765 -0.1348
H 2.2844 1.2767 3.7773 0.1612 -0.0833 -0.1842
H 3.8503 2.3793 2.8163 0.4730 -0.1762 -0.2151
H 6.0114 3.5856 2.2835 -0.4177 -0.3782 -0.2996
H 7.2780 2.9076 0.2465 -0.0157 0.1831 0.1828
H 6.6056 0.9617 -1.0430 -0.0571 0.0767 -0.1502
H 4.5984 -0.3147 -0.4841 -0.1147 -0.1097 0.2772
H 1.6342 -2.1222 0.0365 0.0140 0.2741 -0.0917
H 2.2680 -4.4993 -0.2212 -0.4600 -0.1867 -0.3382
H 3.9904 -5.4375 1.1333 0.4342 -0.2483 0.0943
H 5.4568 -3.9885 2.5199 -0.2198 0.1418 0.4178
H 4.6691 -1.5783 2.9601 0.4815 -0.0373 0.3007

78
Properties=species:S:1:pos:R:3:forces:R:3 method="wB97M-V/def2-TZVPD" multiplicity=5 s2=6.0235 total_charge=+2 e_homo_ha="-0.493 / -0.489" gap_ev="6.45 / 3.88"
Os 0.1675 0.2974 4.9114 1.0796 0.6024 1.8761
C -1.4920 -0.1781 6.0533 -2.5235 -0.9002 -0.4233
C -1.7269 -0.6100 4.6958 -1.2822 -0.4880 0.3418
C -2.6273 0.2354 3.8024 -0.3804 -0.6401 -0.4911
C -2.0605 1.6202 3.4153 -0.5832 0.1960 -0.4999
C -0.6534 1.9235 3.8946 -0.3313 0.5513 0.4926
C -0.3840 2.2954 5.2638 -1.0054 1.3165 -0.9886
C -1.5416 2.3824 6.2752 0.4196 0.9032 0.3021
C -2.2202 1.0429 6.6087 0.0039 -0.2915 0.4772
C 1.6487 -0.8166 4.1523 1.2000 -1.0504 -1.0709
H -1.2736 -0.9602 6.7890 0.3910 0.2762 -0.3845
H -1.6653 -1.6799 4.4415 0.0867 0.4555 0.2749
H -3.6206 0.3504 4.2888 0.5965 -0.1245 -0.1123
H -2.8142 -0.3436 2.8816 0.0548 0.3784 0.4830
H -2.0600 1.6884 2.3191 0.0121 -0.0004 0.3051
H -2.7735 2.3883 3.7652 0.5117 -0.0852 -0.0644
H 0.0332 2.2658 3.1190 0.0679 -0.0036 0.2103
H 0.5015 2.9256 5.4156 -0.3100 -0.3842 0.2344
H -2.3050 3.0733 5.8709 0.4050 -0.1924 0.0318
H -1.1947 2.8521 7.2165 0.0760 -0.2908 -0.6472
H -2.2728 0.9334 7.7066 0.0551 0.0155 -0.5417
H -3.2561 1.0514 6.2407 0.2790 -0.1472 0.0650
H 1.6096 -1.7788 4.7069 -0.0134 0.3734 -0.0912
H 2.6114 -0.3143 4.3508 -0.2151 -0.1140 0.0337
H 1.5568 -1.0232 3.0738 0.0063 0.0056 0.2942
P -0.1051 -1.9954 -2.5518 -0.9949 -0.6449 -0.3986
P 1.7269 0.6027 -2.9704 -0.3560 1.4870 -1.1743
C -0.8133 -0.4623 -3.1631 0.7061 1.8168 -0.1232
C -0.0551 0.6582 -3.2837 -1.3015 -1.6079 -0.2314
C -0.7746 -3.2342 -3.7275 0.9297 -0.3141 -0.0782
C -1.8773 -2.9960 -4.5487 0.0336 -0.1693 -0.1576
C -2.2568 -3.9510 -5.5025 0.1292 0.1584 0.2899
C -1.5246 -5.1311 -5.6413 0.1962 0.0783 0.1918
C -0.4182 -5.3748 -4.8117 -0.2088 0.1029 0.0419
C -0.0410 -4.4323 -3.8533 -0.2805 0.1070 -0.1500
C -1.1313 -2.2530 -1.0584 0.4576 0.4349 0.5010
C -0.7272 -1.4003 -0.0125 -0.3319 -0.4310 0.2979
C -1.2686 -1.5625 1.2611 -0.0884 -0.0633 -0.3723
C -2.3046 -2.4837 1.4599 0.3086 0.0022 -0.2986
C -2.7516 -3.2892 0.4088 0.1772 0.1380 -0.0744
C -2.1380 -3.2073 -0.8507 0.1195 0.1706 0.2598
C 2.4131 1.2086 -4.5696 0.0203 -0.5863 -0.1460
C 2.2782 0.3386 -5.6732 0.2611 0.0893 -0.1820
C 2.8884 0.6395 -6.8942 0.0072 0.2189 0.2139
C 3.6364 1.8273 -7.0307 -0.4239 -0.2090 0.3841
C 3.7118 2.7334 -5.9608 -0.2063 -0.2891 0.1268
C 3.1022 2.4240 -4.7336 0.3839 0.0879 -0.0966
C 1.9911 2.0299 -1.8869 0.6364 -0.3460 1.0088
C 3.1833 2.0368 -1.1269 -0.2867 0.2064 -0.1094
C 3.4236 3.0606 -0.2119 -0.2107 0.0830 -0.0886
C 2.4672 4.0752 -0.0451 0.1131 -0.2810 -0.0609
C 1.2899 4.0742 -0.7935 -0.0748 -0.2311 -0.2113
C 1.0465 3.0443 -1.7115 0.1087 0.0263 0.2303
H -1.8840 -0.4618 -3.3820 0.2629 0.2599 0.0833
H -0.4862 1.5853 -3.6801 0.1794 -0.3170 0.1075
H -2.4223 -2.0604 -4.4375 -0.0601 -0.3611 -0.2597
H -3.1218 -3.7645 -6.1368 0.2090 -0.0402 0.1408
H -1.8104 -5.8612 -6.4046 0.1209 0.2692 0.3353
H 0.1455 -6.3019 -4.9166 -0.1408 0.2665 0.0266
H 0.8213 -4.6058 -3.1994 -0.2891 -0.0073 -0.3439
H 0.0159 -0.6251 -0.2178 -0.0367 -0.2915 0.2131
H -0.8661 -0.9922 2.0993 -0.1810 0.0009 -0.2377
H -2.7517 -2.5771 2.4457 -0.0013 -0.1287 -0.1379
H -3.5631 -3.9991 0.5852 0.3001 0.2213 -0.1386
H -2.4490 -3.8753 -1.6535 0.1161 0.1746 0.1622
H 1.6907 -0.5763 -5.5548 0.2809 0.1699 -0.1355
H 2.7954 -0.0540 -7.7368 0.0330 0.3252 0.3701
H 4.1335 2.0505 -7.9767 -0.1558 -0.0671 0.3223
H 4.2606 3.6762 -6.0821 -0.3237 -0.4622 0.1148
H 3.1697 3.1368 -3.9084 0.0522 -0.2783 -0.2459
H 3.9097 1.2334 -1.2648 -0.1422 0.2337 0.0926
H 4.3462 3.0677 0.3763 -0.3664 0.0144 -0.2490
H 2.6389 4.8618 0.6853 0.0141 -0.0885 -0.1689
H 0.5452 4.8656 -0.6659 0.3347 -0.2718 -0.0476
H 0.1270 3.0160 -2.2877 0.1093 0.2215 0.1969
O 0.9673 -0.5077 7.4217 -0.1756 1.6076 -1.4419
N 1.0526 0.5851 6.8048 2.7040 -0.3526 2.9662
O 1.5767 1.5826 7.3124 -1.2684 -1.4947 -1.4250